# 1
Entry from OMol25: 2 unconnected molecules or ions with the total composition C7H9IO2 in a non-equilibrium geometry (ωB97M-V with the def2-TZVPD basis set).

Geometry (Å):
O (0.76, 0.42, -0.27)
C (0.05, 0.89, -1.14)
C (0.00, 2.31, -1.44)
C (-0.84, 2.49, -2.44)
O (-1.42, 1.38, -2.95)
C (-0.90, 0.22, -2.20)
H (0.56, 3.07, -0.95)
H (-0.88, 3.37, -3.06)
H (-0.28, -0.31, -2.98)
H (-1.53, -0.45, -1.72)
C (-0.29, -2.53, 1.86)
C (0.15, -1.42, 2.40)
C (1.48, -0.88, 2.01)
I (-1.03, -0.32, 3.69)
H (-1.38, -2.71, 1.94)
H (0.27, -3.33, 1.41)
H (1.83, -0.23, 2.83)
H (1.35, -0.23, 1.12)
H (2.08, -1.75, 1.90)

Output
- spin multiplicity = 1
- SMILES string = O=C1C=COC1.C=C(C)I
- ΔE to the lowest compared entry with this formula, charge and spin (kJ/mol) = 58.2


# 2
Entry from OMol25: a molecular structure, C29H27Cl2F6IrN3O6S2 in a non-equilibrium geometry (ωB97M-V with the def2-TZVPD basis set).

Geometry (Å):
Ir (0.17, -0.05, -0.31)
C (1.81, 3.39, 1.19)
C (2.70, 2.82, 0.11)
C (4.06, 3.08, 0.12)
C (4.89, 2.59, -0.88)
C (4.36, 1.83, -1.91)
C (3.01, 1.53, -1.96)
C (2.42, 0.70, -3.07)
C (2.21, 2.05, -0.94)
N (0.81, 1.70, -0.96)
C (-0.09, 2.56, -1.33)
C (0.20, 3.94, -1.82)
C (-1.46, 2.05, -1.27)
C (-2.61, 2.90, -1.71)
N (-1.56, 0.83, -0.84)
C (-2.83, 0.18, -0.78)
C (-3.60, 0.30, 0.42)
C (-3.07, 1.08, 1.56)
C (-4.87, -0.33, 0.50)
C (-5.32, -1.08, -0.53)
C (-4.52, -1.23, -1.68)
C (-3.25, -0.59, -1.82)
C (-2.42, -0.79, -3.05)
H (2.34, 3.41, 2.14)
H (0.90, 2.81, 1.33)
H (1.53, 4.42, 0.96)
H (4.48, 3.68, 0.92)
H (5.95, 2.81, -0.86)
H (5.01, 1.45, -2.69)
H (3.21, 0.32, -3.72)
H (1.74, 1.29, -3.69)
H (1.87, -0.16, -2.68)
H (1.26, 4.14, -1.82)
H (-0.30, 4.67, -1.18)
H (-0.19, 4.06, -2.83)
H (-2.47, 3.19, -2.75)
H (-2.64, 3.82, -1.12)
H (-3.56, 2.38, -1.62)
H (-2.02, 0.83, 1.76)
H (-3.66, 0.92, 2.46)
H (-3.11, 2.15, 1.32)
H (-5.45, -0.22, 1.41)
H (-6.28, -1.60, -0.49)
H (-4.87, -1.86, -2.49)
H (-2.84, -1.57, -3.68)
H (-1.40, -1.08, -2.79)
H (-2.37, 0.13, -3.64)
Cl (3.62, -2.36, 5.82)
C (2.61, -1.61, 4.69)
C (1.37, -1.09, 5.08)
C (0.58, -0.48, 4.16)
Cl (-0.94, 0.15, 4.60)
C (0.99, -0.31, 2.77)
O (0.28, 0.35, 1.99)
C (2.25, -0.93, 2.39)
C (2.75, -0.97, 1.03)
O (2.15, -0.64, 0.01)
C (3.04, -1.53, 3.34)
H (1.05, -1.18, 6.11)
H (3.77, -1.34, 0.90)
H (3.99, -1.98, 3.07)
F (-2.03, -4.89, 2.26)
C (-1.64, -3.63, 2.22)
F (-0.39, -3.52, 2.68)
F (-2.44, -2.88, 2.98)
S (-1.73, -2.98, 0.50)
O (-1.18, -1.62, 0.66)
O (-3.11, -3.05, 0.14)
N (-0.84, -3.92, -0.37)
S (0.59, -3.38, -0.81)
O (0.45, -2.24, -1.70)
O (1.52, -3.26, 0.28)
C (1.18, -4.79, -1.85)
F (2.43, -4.51, -2.19)
F (1.14, -5.90, -1.14)
F (0.43, -4.91, -2.93)

Output
- spin multiplicity = 2
- net charge = +2
- <S²> = 0.8764
- ΔE to the lowest compared entry with this formula, charge and spin (kJ/mol) = 252.1


# 3
Entry from OMol25: a molecular structure, C47H45Br3N4O2P2SiSm in a non-equilibrium geometry (ωB97M-V with the def2-TZVPD basis set).

Geometry (Å):
Sm (0.45, 0.70, -0.42)
Br (2.50, -0.68, -4.85)
C (0.64, -0.84, -4.52)
C (-0.21, -1.44, -5.44)
C (-1.54, -1.58, -5.15)
Br (-2.66, -2.48, -6.41)
C (-2.08, -1.12, -3.93)
C (-3.43, -1.25, -3.55)
C (-3.84, -0.73, -2.35)
C (-2.91, -0.12, -1.51)
N (-1.62, -0.02, -1.80)
C (-1.20, -0.49, -3.00)
C (0.20, -0.36, -3.28)
O (1.01, 0.15, -2.42)
H (0.19, -1.81, -6.38)
H (-4.13, -1.74, -4.21)
H (-4.87, -0.81, -2.04)
H (-3.22, 0.29, -0.56)
N (3.24, -1.58, -0.55)
P (1.70, -1.81, 0.14)
C (2.15, -3.26, 1.17)
C (2.85, -3.00, 2.35)
C (3.27, -4.05, 3.15)
C (2.98, -5.35, 2.78)
C (2.27, -5.61, 1.62)
C (1.85, -4.57, 0.81)
C (0.77, -2.66, -1.20)
C (1.34, -3.18, -2.35)
C (0.56, -3.84, -3.28)
C (-0.80, -4.02, -3.05)
C (-1.38, -3.51, -1.90)
C (-0.60, -2.82, -0.98)
C (3.74, -0.36, -0.95)
C (4.97, -0.28, -1.61)
C (5.42, 0.96, -2.03)
C (4.64, 2.08, -1.75)
C (3.45, 1.91, -1.07)
N (2.99, 0.71, -0.68)
H (3.85, -2.38, -0.70)
H (3.07, -1.98, 2.62)
H (3.82, -3.85, 4.05)
H (3.30, -6.17, 3.41)
H (2.05, -6.63, 1.33)
H (1.30, -4.77, -0.09)
H (2.40, -3.04, -2.54)
H (1.01, -4.23, -4.18)
H (-1.41, -4.54, -3.77)
H (-2.43, -3.64, -1.72)
H (-1.05, -2.42, -0.07)
H (5.54, -1.17, -1.81)
H (6.35, 1.05, -2.56)
H (4.96, 3.06, -2.06)
H (2.83, 2.76, -0.79)
C (2.80, 4.13, 1.61)
Si (1.89, 2.60, 2.30)
C (3.19, 1.29, 2.83)
C (0.95, 3.25, 3.83)
O (0.90, 1.92, 1.24)
H (3.23, 4.70, 2.43)
H (2.12, 4.80, 1.08)
H (3.62, 3.88, 0.94)
H (3.80, 1.64, 3.66)
H (3.86, 1.06, 2.01)
H (2.71, 0.37, 3.15)
H (1.64, 3.53, 4.61)
H (0.26, 2.52, 4.25)
H (0.36, 4.12, 3.57)
Br (-1.38, 6.98, -3.54)
C (-1.00, 5.27, -2.84)
C (0.23, 4.66, -3.08)
C (0.48, 3.43, -2.50)
N (-0.39, 2.78, -1.72)
C (-1.58, 3.36, -1.54)
C (-1.93, 4.59, -2.07)
H (0.97, 5.14, -3.70)
H (1.43, 2.93, -2.68)
H (-2.30, 2.81, -0.94)
H (-2.90, 5.02, -1.87)
C (-0.40, -0.44, 3.23)
P (-1.35, 0.17, 1.77)
C (-2.10, 1.70, 2.45)
C (-2.95, 1.67, 3.55)
C (-3.51, 2.84, 4.02)
C (-3.25, 4.05, 3.39)
C (-2.40, 4.08, 2.30)
C (-1.82, 2.91, 1.83)
C (-2.79, -0.97, 1.87)
C (-2.59, -2.33, 2.08)
C (-3.66, -3.21, 2.06)
C (-4.95, -2.75, 1.85)
C (-5.16, -1.39, 1.65)
C (-4.09, -0.51, 1.65)
H (0.15, -1.35, 2.98)
H (-1.07, -0.63, 4.07)
H (0.32, 0.34, 3.49)
H (-3.18, 0.73, 4.03)
H (-4.16, 2.82, 4.88)
H (-3.71, 4.96, 3.74)
H (-2.17, 5.02, 1.81)
H (-1.10, 2.94, 1.03)
H (-1.60, -2.71, 2.26)
H (-3.49, -4.27, 2.23)
H (-5.78, -3.43, 1.84)
H (-6.16, -1.02, 1.49)
H (-4.27, 0.54, 1.51)

Output
- spin multiplicity = 6
- net charge = +1
- <S²> = 8.7576


no.,E (a.u.)
1,-720.2045
2,-4156.6463
3,-11539.8190